Record 1
{
  "formula": "C4H12",
  "method": "ωB97M-V with the def2-TZVPD basis set",
  "relative_energy_kj_mol": 23.1,
  "fmax_ev_per_a": 1.2,
  "charge": 0,
  "smiles": "CC.CC",
  "molar_mass_da": 60.1,
  "lumo_ev": 1.16,
  "elements": ["C", "C", "H", "H", "H", "H", "H", "H", "C", "C", "H", "H", "H", "H", "H", "H"],
  "coordinates": [[0.6213, 1.5378, 0.5759], [0.9444, 1.2957, 2.0688], [-0.4300, 1.7617, 0.4361], [1.3130, 2.2775, 0.1786], [0.8340, 0.6101, 0.0440], [2.0225, 1.2471, 2.1901], [0.4553, 0.3651, 2.3651], [0.5133, 2.0397, 2.7364], [-0.8030, -1.7942, -0.6815], [-0.8127, -1.0466, -2.0004], [0.1257, -2.3498, -0.5349], [-0.7778, -1.0944, 0.1607], [-1.6372, -2.4552, -0.4589], [-1.7898, -0.9176, -2.4623], [-0.1443, -1.4484, -2.7590], [-0.4348, -0.0284, -1.8588]]
}



Record 2
{
  "formula": "C4H8N3O",
  "method": "ωB97M-V with the def2-TZVPD basis set",
  "relative_energy_kj_mol": 108.0,
  "fmax_ev_per_a": 5.7,
  "charge": 1,
  "s_squared": 2.01,
  "multiplicity": 3,
  "molar_mass_da": 114.1,
  "lumo_ev": [-3.75, -6.64],
  "elements": ["C", "C", "C", "C", "N", "N", "N", "O", "H", "H", "H", "H", "H", "H", "H", "H"],
  "coordinates": [[1.6730, 0.3322, -0.2359], [-0.4940, -0.6457, 0.1065], [0.2460, 0.5805, -0.4634], [-0.2800, 1.8499, 0.1527], [1.5957, -1.5465, -0.0905], [0.3219, -1.7202, 0.2027], [-1.8562, -0.6803, 0.0319], [2.7011, 0.8702, -0.0932], [-0.0251, 0.4081, -1.4494], [-0.4830, 1.7462, 1.1474], [-1.2740, 2.0252, -0.3159], [0.3419, 2.7177, -0.0319], [2.3610, -1.9631, 0.5972], [-0.1875, -2.6400, 0.3744], [-2.3084, 0.1486, -0.2707], [-2.3323, -1.4829, 0.3381]]
}



Record 3
{
  "formula": "C43H30Br2CoN11O5",
  "method": "ωB97M-V with the def2-TZVPD basis set",
  "relative_energy_kj_mol": 0.0,
  "fmax_ev_per_a": 0.4,
  "charge": -1,
  "s_squared": 3.76,
  "multiplicity": 4,
  "molar_mass_da": 999.5,
  "lumo_ev": [1.50, 1.50],
  "elements": ["Co", "O", "C", "C", "C", "C", "C", "C", "C", "O", "N", "N", "C", "C", "C", "C", "C", "C", "C", "O", "H", "H", "H", "H", "H", "H", "H", "H", "H", "H", "C", "N", "C", "N", "C", "N", "C", "C", "C", "C", "C", "C", "C", "N", "N", "C", "O", "C", "C", "C", "C", "C", "C", "N", "C", "N", "C", "N", "C", "H", "H", "H", "H", "H", "H", "H", "H", "H", "H", "H", "H", "H", "H", "H", "H", "Br", "C", "C", "C", "Br", "C", "C", "C", "C", "N", "C", "C", "O", "H", "H", "H", "H"],
  "coordinates": [[0.5278, 0.1902, -0.5098], [-4.4059, 1.4155, 1.5703], [-4.6919, 0.4501, 0.6869], [-6.0349, 0.1164, 0.4950], [-6.3942, -0.8815, -0.3901], [-5.4215, -1.5713, -1.1085], [-4.0915, -1.2404, -0.9193], [-3.6989, -0.2414, -0.0317], [-2.2462, 0.0484, 0.1300], [-1.4006, -0.6893, -0.4790], [-1.9354, 1.0363, 0.9395], [-0.5630, 1.1726, 1.0335], [-0.1283, 1.8782, 2.0006], [1.2751, 2.0133, 2.3296], [1.6184, 2.9152, 3.3448], [2.9125, 3.0650, 3.7949], [3.9052, 2.2626, 3.2221], [3.6008, 1.3585, 2.2322], [2.2812, 1.1988, 1.7276], [2.0688, 0.3420, 0.7864], [-3.4055, 1.4847, 1.5967], [-6.7786, 0.6628, 1.0616], [-7.4423, -1.1229, -0.5242], [-5.7013, -2.3466, -1.8102], [-3.3085, -1.7419, -1.4741], [-0.8517, 2.3775, 2.6501], [0.8229, 3.5092, 3.7850], [3.1507, 3.7754, 4.5753], [4.9317, 2.3504, 3.5624], [4.3706, 0.7340, 1.7931], [-1.1089, -3.5998, 3.9566], [-0.1609, -3.0121, 3.0357], [-0.4134, -2.4713, 1.8305], [0.7016, -2.3338, 1.1520], [1.6343, -2.8322, 2.0062], [1.1621, -3.2645, 3.1545], [-1.0617, -5.1098, 3.8673], [-1.0604, -5.9016, 5.0050], [-0.9452, -7.2837, 4.9031], [-0.7906, -7.8837, 3.6669], [-0.7776, -7.0897, 2.5225], [-0.9332, -5.7149, 2.6249], [-0.5212, -7.6873, 1.2134], [-0.2791, -8.9113, 0.9011], [-0.0646, -8.9288, -0.4757], [-0.1993, -7.7154, -0.8810], [-0.4846, -6.8671, 0.1350], [-0.1150, -7.1670, -2.2341], [0.3326, -7.9673, -3.2828], [0.4018, -7.4384, -4.5596], [0.0088, -6.1266, -4.8005], [-0.4555, -5.3305, -3.7641], [-0.9509, -3.9246, -4.0132], [-0.0775, -2.8890, -3.4969], [-0.1227, -2.2979, -2.3009], [0.7981, -1.3586, -2.2304], [1.3960, -1.4232, -3.4503], [0.9004, -2.3376, -4.2530], [-0.5051, -5.8563, -2.4790], [-2.0903, -3.2121, 3.6801], [-0.8863, -3.2705, 4.9703], [-1.3987, -2.1679, 1.5085], [2.6867, -2.8567, 1.7758], [-1.1283, -5.4359, 5.9813], [-0.9470, -7.8908, 5.7990], [-0.6635, -8.9541, 3.5748], [-0.8973, -5.1042, 1.7315], [0.6244, -8.9895, -3.0821], [0.7618, -8.0507, -5.3760], [0.0635, -5.7175, -5.8022], [-1.9206, -3.7882, -3.5344], [-1.0803, -3.7393, -5.0773], [-0.8367, -2.5304, -1.5301], [2.2115, -0.7828, -3.7474], [-0.8554, -5.2388, -1.6601], [-2.0900, 3.1887, -3.8260], [-0.2301, 2.8370, -3.8229], [0.5584, 3.3384, -4.8621], [1.9069, 3.1065, -4.9127], [2.9182, 3.8215, -6.3588], [2.5410, 2.3440, -3.9041], [3.9163, 2.0249, -3.8456], [4.3983, 1.2779, -2.8054], [3.5110, 0.8325, -1.8075], [2.2315, 1.1029, -1.8483], [1.7331, 1.8449, -2.8577], [0.2976, 2.0757, -2.7717], [-0.3546, 1.5983, -1.7990], [0.0839, 3.9211, -5.6405], [4.5757, 2.3804, -4.6265], [5.4493, 1.0284, -2.7406], [3.8460, 0.2497, -0.9565]]
}